ORCA calculation (ωB97M-V with the def2-TZVPD basis set) on a cluster of 2 separate species, C24H25N2 in total in a non-equilibrium geometry.

Cartesian coordinates (Å):
N 0.23 3.06 -2.00
C 0.79 2.87 -3.24
C -0.03 2.75 -4.38
C 0.55 2.57 -5.64
C 1.94 2.50 -5.77
C 2.76 2.60 -4.63
C 2.19 2.78 -3.37
H 0.80 3.40 -1.24
H -0.75 3.31 -1.94
H -1.12 2.81 -4.26
H -0.09 2.50 -6.51
H 2.39 2.37 -6.75
H 3.84 2.54 -4.73
H 2.81 2.86 -2.47
C 0.73 2.60 2.09
C 0.16 1.33 2.57
N -0.28 1.15 3.84
C -0.26 2.18 4.87
C -0.79 -0.15 4.00
C -0.68 -0.80 2.75
C -1.24 -2.06 2.60
C -1.82 -2.70 3.71
C -1.88 -2.05 4.95
C -1.38 -0.74 5.11
C -0.06 0.14 1.81
C 0.15 -0.02 0.45
C 0.07 -1.26 -0.27
C 0.59 -2.50 0.21
C 0.38 -3.68 -0.48
C -0.36 -3.69 -1.67
C -0.66 -4.98 -2.36
C -0.81 -2.47 -2.20
C -0.57 -1.28 -1.54
H 1.03 2.46 1.05
H 0.01 3.44 2.13
H 1.64 2.90 2.65
H -0.70 1.76 5.77
H 0.77 2.50 5.09
H -0.83 3.07 4.57
H -1.22 -2.54 1.62
H -2.23 -3.70 3.58
H -2.33 -2.57 5.80
H -1.43 -0.20 6.05
H 0.30 0.89 -0.15
H 1.13 -2.52 1.17
H 0.76 -4.63 -0.09
H -1.19 -4.80 -3.30
H 0.25 -5.54 -2.59
H -1.29 -5.63 -1.75
H -1.37 -2.47 -3.14
H -0.92 -0.32 -1.94

Results
Electronic energy ... -28268.13618 eV
LUMO energy ... -4.710 eV
Orbital gap ... 5.32 eV
Relative energy (zero: lowest compared OMol25 entry of this formula, charge and spin) ... 0.0 kJ/mol
E_HOMO ... -10.03 eV
Net charge ... +1